# 1
Below is C7H12 in the gas phase, with properties calculated with wB97M-V/def2-TZVPD.

Computed properties:
SMILES = C[C@H]1[C@H]2CCC[C@@H]12
ΔE to the lowest compared entry with this formula, charge and spin = 57.2 kJ/mol
HOMO = -9.7 eV

Each line ends with the natural charge from an NBO analysis.
Cartesian coordinates (Å):
C 1.902 -0.590 -0.464  -0.6131
C 0.510 -1.008 -0.890  -0.2217
C -0.799 -1.147 -0.132  -0.2182
C -1.185 -0.517 1.194  -0.4007
C -0.634 0.916 1.160  -0.4071
C -0.523 1.283 -0.342  -0.4127
C -0.603 -0.027 -1.126  -0.2337
H 2.476 -1.435 -0.068  0.2122
H 2.436 -0.222 -1.351  0.2107
H 1.919 0.211 0.280  0.2058
H 0.562 -1.779 -1.659  0.2115
H -1.377 -2.024 -0.416  0.2150
H -2.283 -0.480 1.185  0.2015
H -0.894 -1.075 2.091  0.2085
H -1.287 1.613 1.698  0.2109
H 0.342 0.960 1.656  0.1988
H 0.409 1.824 -0.545  0.2072
H -1.343 1.943 -0.643  0.2118
H -1.132 -0.019 -2.075  0.2132



# 2
Below is C7H12 in the gas phase at a distorted geometry, with properties calculated with wB97M-V/def2-TZVPD.

Computed properties:
ΔE to the lowest compared entry with this formula, charge and spin = 550.9 kJ/mol
HOMO (spin up / spin down) = -7.6 / -7.1 eV

Each line ends with the natural charge from an NBO analysis.
Cartesian coordinates (Å):
C -2.512 0.388 0.080  -0.6740
C -1.394 -0.530 -0.270  -0.0891
C -0.334 -0.158 -1.127  -0.4669
C 0.915 0.009 -0.074  -0.0790
C 2.258 -0.638 -0.394  -0.4634
C 2.054 0.786 -0.228  -0.1529
C 0.444 0.052 1.339  -0.6256
H -3.277 0.273 -0.703  0.2205
H -2.207 1.444 0.086  0.2079
H -2.993 0.161 1.038  0.2178
H -1.468 -1.568 0.042  0.1827
H 0.005 -0.934 -1.817  0.2188
H -0.495 0.783 -1.662  0.2107
H 2.358 -0.993 -1.426  0.2114
H 2.799 -1.244 0.351  0.2104
H 2.515 1.748 -0.209  0.2132
H 1.464 0.525 1.637  0.2201
H -0.321 0.813 1.518  0.2167
H 0.187 -0.916 1.818  0.2208



- Look up the ΔE to the lowest compared entry with this formula, charge and spin of the second one.
  550.9 kJ/mol